[1]
ORCA calculation (wB97M-V/def2-TZVPD) on a cluster of 2 separate species, CH5NS2 in total.

Cartesian coordinates (Å):
S  -1.225  1.901  0.760
S  0.815  1.744  1.045
H  -1.623  0.927  1.593
H  0.893  2.570  2.099
C  -0.122  -1.419  -0.912
N  0.716  -1.940  -1.704
H  -0.965  -2.032  -0.594
H  -0.022  -0.418  -0.487
H  1.532  -1.333  -1.801

The HOMO energy comes out at -9.912 eV. The calculation puts the relative energy (zero: lowest compared OMol25 entry of this formula, charge and spin) at 16.8 kcal/mol. As for the largest force on an atom: 0.0091 hartree/bohr. Its net charge is 0. Its spin multiplicity is 1. Its lowest unoccupied orbital energy is 0.0054 hartree. The total energy is -24277.606 eV. The SMILES is C=N.SS.

These are the Mulliken partial charges, in e, on atoms 1 to 2: atom 1 (S): -0.20, atom 2 (S): -0.19

***

[2]
ORCA calculation (wB97M-V/def2-TZVPD) on a cluster of 2 separate species, CH5O2 in total at a distorted geometry.

Cartesian coordinates (Å):
O  0.371  1.600  -1.381
H  -0.561  1.917  -1.415
C  -0.045  -0.803  0.864
O  -0.074  -0.631  -0.526
H  0.757  -1.625  1.152
H  -1.063  -1.168  1.332
H  0.448  0.170  1.124
H  0.165  0.540  -1.149

The HOMO energy comes out at -2.840 eV. The calculation puts the relative energy (zero: lowest compared OMol25 entry of this formula, charge and spin) at 14.1 kcal/mol. As for the largest force on an atom: 0.0440 hartree/bohr. Its net charge is -1. Its spin multiplicity is 1. Its lowest unoccupied orbital energy is 0.1809 hartree. The total energy is -5212.333 eV.

These are the Mulliken partial charges, in e, on atoms 1 to 2: atom 1 (O): -0.82, atom 2 (H): 0.23

***

[3]
ORCA calculation (wB97M-V/def2-TZVPD) on a cluster of 2 separate species, CH5O2 in total at a distorted geometry.

Cartesian coordinates (Å):
O  0.672  -1.189  -1.208
H  1.173  -1.678  -0.549
C  -0.810  0.523  0.993
O  0.203  0.860  0.107
H  -1.579  -0.128  0.533
H  -1.319  1.406  1.377
H  -0.453  -0.067  1.848
H  0.484  -0.211  -0.619

The HOMO energy comes out at -3.223 eV. The calculation puts the relative energy (zero: lowest compared OMol25 entry of this formula, charge and spin) at 0.3 kcal/mol. As for the largest force on an atom: 0.0228 hartree/bohr. Its net charge is -1. Its spin multiplicity is 1. Its lowest unoccupied orbital energy is 0.1791 hartree. The total energy is -5212.933 eV.

These are the Mulliken partial charges, in e, on atoms 1 to 2: atom 1 (O): -0.84, atom 2 (H): 0.22

***

[4]
ORCA calculation (wB97M-V/def2-TZVPD) on a cluster of 2 separate species, CH5O3 in total at a distorted geometry.

Cartesian coordinates (Å):
O  1.318  1.598  -0.134
H  1.044  2.277  -0.794
H  2.243  1.440  -0.170
H  0.721  0.850  0.318
O  0.405  -0.446  0.710
C  -0.609  -1.051  0.283
O  -1.340  -0.632  -0.747
H  -1.102  -1.799  0.918
H  -2.317  -0.620  -0.604

The HOMO energy comes out at -16.942 eV. The calculation puts the relative energy (zero: lowest compared OMol25 entry of this formula, charge and spin) at 16.3 kcal/mol. As for the largest force on an atom: 0.0559 hartree/bohr. Its net charge is +1. Its spin multiplicity is 1. Its lowest unoccupied orbital energy is -0.1544 hartree. The total energy is -7252.530 eV.

These are the Mulliken partial charges, in e, on atoms 1 to 2: atom 1 (O): -0.38, atom 2 (H): 0.40

***

[5]
ORCA calculation (wB97M-V/def2-TZVPD) on a cluster of 2 separate species, CH5OP in total at a distorted geometry.

Cartesian coordinates (Å):
C  0.590  0.418  0.812
O  -1.498  -0.140  -0.651
P  -0.142  -0.922  -0.101
H  1.611  0.519  1.149
H  0.063  0.434  1.819
H  0.365  1.471  0.472
H  -2.045  -0.688  -1.257
H  1.058  -1.092  -2.244

The HOMO energy (alpha / beta) comes out at -7.839 / -8.741 eV. The calculation puts the relative energy (zero: lowest compared OMol25 entry of this formula, charge and spin) at 68.0 kcal/mol. As for the largest force on an atom: 0.0730 hartree/bohr. Its net charge is 0. Its spin multiplicity is 1. Its lowest unoccupied orbital energy (alpha / beta) is -0.0054 / -0.0049 hartree. The total energy is -12451.188 eV.

These are the Mulliken partial charges, in e, on atoms 1 to 2: atom 1 (C): -0.87, atom 2 (O): -0.47

***

[6]
ORCA calculation (wB97M-V/def2-TZVPD) on a cluster of 2 separate species, CH5OS in total at a distorted geometry.

Cartesian coordinates (Å):
C  0.352  -0.019  -1.251
S  -0.598  -1.370  -0.367
H  1.221  0.168  -0.640
H  0.656  -0.519  -2.167
H  -0.309  0.799  -1.487
H  -0.407  0.137  1.226
H  -0.539  0.057  2.678
O  -0.376  0.747  2.009

The HOMO energy comes out at -2.467 eV. The calculation puts the relative energy (zero: lowest compared OMol25 entry of this formula, charge and spin) at 3.9 kcal/mol. As for the largest force on an atom: 0.0416 hartree/bohr. Its net charge is -1. Its spin multiplicity is 1. Its lowest unoccupied orbital energy is 0.1615 hartree. The total energy is -14001.636 eV.

These are the Mulliken partial charges, in e, on atoms 1 to 2: atom 1 (C): -0.82, atom 2 (S): -0.74

***

[7]
ORCA calculation (wB97M-V/def2-TZVPD) on a cluster of 2 separate species, CH5PS in total at a distorted geometry.

Cartesian coordinates (Å):
C  -0.024  -0.477  0.322
P  0.616  0.641  -0.979
S  2.773  -0.842  -2.841
H  0.373  -0.274  1.323
H  -1.052  -0.396  0.219
H  0.271  -1.520  0.011
H  -0.188  -0.221  -1.755
H  1.849  -1.724  -2.427

The HOMO energy (alpha / beta) comes out at -9.359 / -8.802 eV. The calculation puts the relative energy (zero: lowest compared OMol25 entry of this formula, charge and spin) at 61.7 kcal/mol. As for the largest force on an atom: 0.0677 hartree/bohr. Its net charge is 0. Its spin multiplicity is 1. Its lowest unoccupied orbital energy (alpha / beta) is -0.0480 / -0.0729 hartree. The total energy is -21239.145 eV.

These are the Mulliken partial charges, in e, on atoms 1 to 2: atom 1 (C): -0.79, atom 2 (P): 0.06

***

[8]
ORCA calculation (wB97M-V/def2-TZVPD) on a cluster of 2 separate species, CH5PS3 in total at a distorted geometry.

Cartesian coordinates (Å):
C  -2.031  -0.326  0.142
P  3.626  -0.025  0.460
S  2.658  -1.826  -0.083
S  2.834  1.484  -0.450
S  -2.036  1.582  0.258
H  -1.994  -0.382  -0.955
H  -2.996  -0.342  0.698
H  -1.108  -0.554  0.722
H  1.761  -1.364  -0.937
H  -0.715  1.753  0.145

The HOMO energy comes out at -8.988 eV. The calculation puts the relative energy (zero: lowest compared OMol25 entry of this formula, charge and spin) at 31.6 kcal/mol. As for the largest force on an atom: 0.0657 hartree/bohr. Its net charge is 0. Its spin multiplicity is 1. Its lowest unoccupied orbital energy is -0.0546 hartree. The total energy is -42912.036 eV. The SMILES is S=PS.CS.

These are the Mulliken partial charges, in e, on atoms 1 to 2: atom 1 (C): -0.64, atom 2 (P): 0.31

***

[9]
ORCA calculation (wB97M-V/def2-TZVPD) on a cluster of 2 separate species, CH6BN in total at a distorted geometry.

Cartesian coordinates (Å):
B  -1.472  -0.524  -0.871
C  1.012  0.155  0.509
N  -0.387  0.207  0.889
H  -0.764  -1.493  -1.159
H  -2.408  -0.089  -1.352
H  1.471  0.837  -0.328
H  1.413  0.553  1.419
H  1.241  -0.987  0.256
H  -0.895  1.066  0.942

The HOMO energy comes out at -8.627 eV. The calculation puts the relative energy (zero: lowest compared OMol25 entry of this formula, charge and spin) at 126.8 kcal/mol. As for the largest force on an atom: 0.1200 hartree/bohr. Its net charge is 0. Its spin multiplicity is 1. Its lowest unoccupied orbital energy is -0.0103 hartree. The total energy is -3296.453 eV.

These are the Mulliken partial charges, in e, on atoms 1 to 2: atom 1 (B): 0.21, atom 2 (C): -0.58

***

[10]
ORCA calculation (wB97M-V/def2-TZVPD) on a cluster of 2 separate species, CH6FN2OP in total at a distorted geometry.

Cartesian coordinates (Å):
C  1.538  1.235  0.125
N  -0.160  -1.139  -1.597
N  -1.107  -1.405  0.936
O  0.816  0.103  0.563
F  -2.461  1.177  -0.228
P  -0.354  -0.550  -0.206
H  1.992  1.175  -0.979
H  2.427  1.315  0.953
H  1.008  2.232  0.186
H  -0.842  -1.049  -2.294
H  -0.906  -1.213  1.907
H  -1.951  -1.881  0.634

The HOMO energy (alpha / beta) comes out at -9.595 / -9.596 eV. The calculation puts the relative energy (zero: lowest compared OMol25 entry of this formula, charge and spin) at 106.2 kcal/mol. As for the largest force on an atom: 0.0870 hartree/bohr. Its net charge is 0. Its spin multiplicity is 1. Its lowest unoccupied orbital energy (alpha / beta) is -0.0305 / -0.0305 hartree. The total energy is -18166.072 eV.

These are the Mulliken partial charges, in e, on atoms 1 to 2: atom 1 (C): -0.60, atom 2 (N): -0.52